# C7H12NO7P

2 unconnected molecules or ions with the total composition C7H12NO7P (the ωB97M-V functional and the def2-TZVPD basis, OMol25).

Structure (XYZ):
```
28
Properties=species:S:1:pos:R:3:forces:R:3
N 4.205 -1.055 -1.708 -1.45 -0.31 0.26
P 2.877 -0.135 -2.293 0.42 0.57 -1.67
O 2.868 1.225 -1.368 -0.29 -0.93 0.49
C 1.430 -1.206 -1.795 -0.31 -0.31 0.14
C 0.922 -2.044 -2.996 0.69 0.19 1.38
O -0.417 -2.312 -2.587 -0.21 -0.85 -0.13
C -0.633 -1.666 -1.408 4.04 2.14 -5.61
O -1.315 -1.982 -0.577 -4.58 -1.76 4.80
O 0.197 -0.569 -1.438 0.39 0.73 1.02
H 4.531 -1.619 -2.486 0.34 0.28 -0.08
H 3.855 -1.732 -1.029 0.49 0.15 0.35
H 2.086 1.725 -1.640 0.14 0.23 0.11
H 1.612 -1.919 -0.974 0.57 0.15 0.01
H 0.986 -1.475 -3.909 -0.20 -0.09 -0.47
H 1.485 -2.969 -2.972 -0.05 -0.26 -0.72
C -1.004 -0.018 1.863 0.31 0.23 0.16
C -1.925 0.956 2.552 0.36 -0.41 -0.25
C -2.824 1.739 1.630 -0.30 0.02 0.00
O -3.072 2.928 2.392 0.17 -0.04 0.05
C -2.000 3.112 3.211 0.08 -0.04 0.00
O -1.800 4.092 3.849 -0.01 0.01 -0.01
O -1.192 2.018 3.190 -0.32 0.22 0.03
H -0.238 -0.371 2.555 -0.10 -0.05 0.06
H -1.558 -0.873 1.487 -0.05 0.01 0.01
H -0.486 0.454 1.026 -0.08 0.01 -0.02
H -2.503 0.444 3.327 -0.07 0.08 -0.01
H -3.756 1.226 1.402 -0.08 0.15 0.10
H -2.332 2.026 0.697 0.10 -0.11 0.02
```
Forces are in eV/Å.

## Properties
Structure (SMILES): NP(O)[C@@H]1COC(=O)O1.C[C@@H]1COC(=O)O1
Highest occupied orbital energy, eV: -9.292
E, hartree: -1196.73690
Net charge: 0
2S+1: 1
Relative energy (zero: lowest compared OMol25 entry of this formula, charge and spin), kJ/mol: 92.5

# C50H55FeN3O4PTe

A molecular structure, C50H55FeN3O4PTe (the ωB97M-V functional and the def2-TZVPD basis, OMol25).

Structure (XYZ):
```
115
Properties=species:S:1:pos:R:3:forces:R:3
Fe 0.120 0.565 -0.342 0.01 0.16 0.93
C 5.806 0.077 3.603 -0.12 -0.01 -0.08
C 4.668 -0.111 2.625 0.23 0.03 -0.02
C 4.904 -0.327 1.264 0.18 0.10 0.04
C 3.893 -0.485 0.331 0.47 -0.04 -0.16
C 4.234 -0.517 -1.136 0.15 -0.12 -0.05
O 3.461 -0.084 -1.964 -0.07 0.22 -0.05
C 5.588 -1.006 -1.563 -0.14 -0.01 0.16
C 6.206 -0.353 -2.624 0.03 0.06 -0.06
C 7.467 -0.746 -3.047 -0.01 -0.02 0.02
C 8.110 -1.806 -2.418 -0.04 0.00 -0.01
C 7.482 -2.483 -1.380 0.00 0.01 -0.02
C 6.225 -2.083 -0.952 -0.05 -0.11 0.01
C 2.556 -0.417 0.756 -0.56 0.01 -0.06
O 1.576 -0.518 -0.109 0.37 -0.43 -0.41
C 2.282 -0.231 2.132 0.02 0.14 0.35
C 3.357 -0.068 3.033 -0.30 -0.02 -0.04
C 0.910 -0.251 2.642 -0.09 -0.05 -0.12
N -0.127 -0.083 1.867 -0.18 -0.32 0.01
C -1.439 -0.497 2.376 0.21 0.20 0.07
C -1.808 -1.854 1.768 0.18 0.08 0.03
Te -3.738 -2.381 2.458 -0.38 0.00 -0.22
C -3.100 -3.001 4.335 0.06 0.14 -0.01
C -3.149 -2.088 5.383 0.05 -0.13 0.11
C -2.622 -2.471 6.609 -0.04 -0.02 -0.01
C -2.074 -3.737 6.767 -0.03 0.01 -0.02
C -2.052 -4.639 5.711 -0.01 -0.02 0.01
C -2.567 -4.277 4.474 0.05 0.05 0.13
C 0.738 -0.488 4.113 0.09 -0.01 -0.09
C 1.253 -1.630 4.719 -0.11 -0.09 -0.01
C 1.091 -1.828 6.084 -0.02 0.01 -0.01
C 0.433 -0.877 6.853 0.03 0.03 -0.02
C -0.062 0.277 6.257 0.02 -0.03 -0.06
C 0.083 0.466 4.889 0.06 0.07 0.10
H 6.759 0.181 3.086 -0.03 0.01 0.00
H 5.888 -0.776 4.280 0.00 0.00 -0.03
H 5.656 0.965 4.220 0.00 -0.01 -0.03
H 5.930 -0.311 0.914 -0.04 -0.06 0.01
H 5.687 0.463 -3.109 0.02 0.00 0.00
H 7.948 -0.229 -3.867 -0.01 -0.01 0.03
H 9.094 -2.114 -2.748 -0.03 0.02 0.02
H 7.974 -3.322 -0.905 -0.03 0.00 -0.03
H 5.720 -2.640 -0.172 0.07 0.09 0.06
H 3.145 0.118 4.080 -0.02 -0.01 -0.04
H -2.179 0.261 2.114 -0.09 -0.08 0.01
H -1.455 -0.613 3.459 -0.04 0.10 0.02
H -1.133 -2.635 2.122 -0.03 0.01 0.03
H -1.814 -1.853 0.685 -0.07 0.01 -0.11
H -3.591 -1.105 5.264 0.03 -0.02 -0.02
H -2.648 -1.777 7.438 0.01 -0.03 0.00
H -1.667 -4.028 7.727 -0.01 0.00 -0.01
H -1.638 -5.629 5.845 -0.01 0.02 0.02
H -2.555 -4.985 3.654 0.02 0.03 0.00
H 1.777 -2.366 4.119 0.03 0.03 0.02
H 1.494 -2.719 6.549 -0.02 0.01 -0.01
H 0.314 -1.030 7.919 0.04 0.02 -0.03
H -0.551 1.033 6.858 0.00 -0.01 -0.01
H -0.294 1.370 4.420 0.02 -0.01 0.02
O -4.016 3.861 -0.738 -0.08 -0.16 0.00
C -5.175 3.067 -0.843 0.18 0.13 -0.05
N -5.484 2.349 0.375 -0.01 -0.17 0.18
C -4.918 1.184 0.742 0.14 0.09 -0.14
O -5.007 0.689 1.856 -0.07 -0.10 0.15
C -4.085 0.455 -0.276 -0.06 0.03 0.02
C -4.568 -0.598 -1.037 -0.01 -0.10 -0.02
C -3.666 -1.343 -1.785 -0.08 0.01 0.02
C -2.324 -1.016 -1.733 0.27 0.10 -0.18
N -1.860 0.013 -1.008 0.12 -0.03 0.09
C -2.735 0.742 -0.314 -0.11 -0.08 -0.06
H -4.167 4.602 -0.139 0.04 0.00 -0.01
H -4.957 2.351 -1.630 -0.11 -0.05 -0.05
H -6.051 3.645 -1.131 -0.03 0.09 0.04
H -5.980 2.828 1.115 -0.05 0.01 -0.03
H -5.627 -0.834 -1.044 0.04 -0.02 0.01
H -3.992 -2.176 -2.393 0.00 0.05 -0.02
H -1.590 -1.577 -2.301 0.01 0.00 0.07
H -2.349 1.574 0.264 0.00 0.06 -0.12
C 1.626 2.998 -2.654 -0.05 0.02 -0.04
C 0.375 3.555 -1.957 0.12 0.07 0.07
C 0.206 5.041 -2.300 0.01 -0.07 -0.08
C -0.854 2.813 -2.489 -0.08 0.08 -0.12
P 0.503 3.065 -0.154 -0.37 0.07 -0.32
C -0.861 3.877 0.769 -0.01 0.07 0.05
C -1.497 3.131 1.766 0.00 0.05 -0.02
C -2.501 3.676 2.554 0.02 -0.05 -0.04
C -2.866 5.004 2.380 -0.04 0.02 -0.01
C -2.225 5.771 1.417 0.01 -0.02 -0.04
C -1.237 5.213 0.613 -0.03 -0.05 0.07
C 2.033 3.718 0.694 0.05 -0.17 -0.03
C 2.252 5.218 0.515 0.04 0.01 0.09
C 3.264 2.954 0.180 0.02 0.06 0.05
C 1.832 3.408 2.185 0.06 0.06 0.04
H 1.468 3.033 -3.735 0.00 0.00 0.02
H 1.847 1.960 -2.386 0.00 -0.01 0.03
H 2.511 3.591 -2.433 -0.01 0.05 -0.03
H 0.366 5.163 -3.374 -0.02 -0.01 0.02
H 0.916 5.689 -1.794 0.02 0.02 0.01
H -0.804 5.386 -2.087 0.00 0.00 -0.02
H -0.987 3.062 -3.546 0.00 0.01 0.04
H -1.771 3.097 -1.963 0.04 -0.04 0.01
H -0.729 1.728 -2.446 0.02 -0.01 -0.03
H -1.177 2.110 1.939 0.04 0.04 0.03
H -2.997 3.069 3.303 0.05 0.01 0.02
H -3.634 5.444 3.004 0.02 0.01 0.00
H -2.485 6.815 1.294 0.00 -0.02 0.00
H -0.759 5.836 -0.125 0.04 0.03 0.03
H 2.467 5.480 -0.519 0.02 -0.01 0.00
H 3.127 5.503 1.106 -0.04 0.02 -0.01
H 1.409 5.812 0.870 0.00 -0.01 0.00
H 3.653 3.384 -0.740 0.01 0.01 0.01
H 3.056 1.904 -0.010 -0.01 -0.06 0.00
H 4.057 3.006 0.931 -0.01 0.02 -0.02
H 1.020 3.992 2.620 0.02 0.01 -0.01
H 2.752 3.664 2.716 -0.03 -0.02 -0.01
H 1.633 2.348 2.357 0.01 0.00 -0.01
```
Forces are in eV/Å.

## Properties
Highest occupied orbital energy (alpha / beta), eV: -12.273 / -12.442
E, hartree: -4276.14719
Net charge: +2
2S+1: 6
Relative energy (zero: lowest compared OMol25 entry of this formula, charge and spin), kJ/mol: 6.2

# C2HAgO3

A molecular structure, C2HAgO3 (the ωB97M-V functional and the def2-TZVPD basis, OMol25).

Structure (XYZ):
```
7
Properties=species:S:1:pos:R:3:forces:R:3
C -1.510 0.272 -1.789 0.83 -0.29 -0.45
O -1.023 0.733 -0.464 1.07 0.53 0.37
C 0.129 0.068 -0.657 -3.49 -0.39 0.48
O -0.057 -0.420 -1.837 0.17 0.35 -0.53
O 0.884 -0.286 0.248 1.79 0.04 1.75
Ag 0.868 -0.030 2.672 -0.20 -0.08 -1.71
H -1.311 1.142 -2.449 -0.18 -0.15 0.08
```
Forces are in eV/Å.

## Properties
Highest occupied orbital energy (alpha / beta), eV: -6.717 / -6.718
E, hartree: -449.32047
Net charge: 0
2S+1: 1
Relative energy (zero: lowest compared OMol25 entry of this formula, charge and spin), kJ/mol: 135.2

# C2H6O4

2 unconnected molecules or ions with the total composition C2H6O4 (the ωB97M-V functional and the def2-TZVPD basis, OMol25).

Structure (XYZ):
```
12
Properties=species:S:1:pos:R:3:forces:R:3
C 1.139 -0.209 -0.457 -2.41 4.01 -0.17
C -1.208 0.146 -0.367 4.38 -2.68 -1.04
O 1.541 -1.330 0.141 -0.06 -1.32 -1.44
O 1.526 0.921 0.447 -0.69 -1.09 -1.68
O -1.255 1.353 0.156 -1.10 0.67 4.26
O -1.485 -0.868 0.495 -0.82 0.81 1.16
H 1.469 -0.053 -1.531 0.00 -0.41 1.39
H -1.581 -0.067 -1.364 -0.18 0.92 -0.09
H 1.718 -1.122 1.037 0.18 0.31 1.57
H 0.957 1.693 0.240 0.30 -0.82 0.04
H -1.332 1.196 1.220 0.34 0.65 -3.71
H -1.491 -1.661 -0.017 0.07 -1.03 -0.29
```
Forces are in eV/Å.

## Properties
Highest occupied orbital energy, eV: -6.819
E, hartree: -380.63578
Net charge: 0
2S+1: 1
Relative energy (zero: lowest compared OMol25 entry of this formula, charge and spin), kJ/mol: 366.6

# C3H19NO9S

8 unconnected molecules or ions with the total composition C3H19NO9S (the ωB97M-V functional and the def2-TZVPD basis, OMol25).

Structure (XYZ):
```
33
Properties=species:S:1:pos:R:3:forces:R:3
C -1.424 0.076 0.230 2.18 -0.58 0.89
C -2.563 -0.849 0.702 3.05 -0.80 2.77
S -2.712 -0.594 2.544 -0.76 0.31 0.29
N -0.292 -0.613 -0.544 -4.85 3.55 -0.17
C -0.465 -0.835 -1.923 1.76 -0.21 1.61
O -1.404 -0.521 -2.635 -1.01 0.47 0.24
O 0.643 -1.314 -2.310 1.59 -1.82 -2.06
H -1.873 0.907 -0.259 -0.09 0.23 -1.34
H -0.836 0.643 1.057 -1.30 -1.49 -0.67
H -2.123 -1.871 0.811 -0.68 0.55 -1.20
H -3.478 -0.804 0.169 -0.67 0.14 -0.60
H 0.220 -1.254 -0.011 0.79 -0.91 0.56
H 2.154 -2.506 0.759 -0.70 0.67 0.98
H 1.323 -2.295 2.078 -2.09 -0.71 1.02
O 2.074 -1.994 1.638 2.53 0.08 -1.87
H 1.717 1.900 3.174 1.53 -1.31 -1.22
H 0.222 1.825 3.536 1.66 0.96 0.11
O 1.067 2.367 3.642 -3.19 0.19 1.01
H -1.707 1.650 -2.953 -2.51 -4.26 -2.72
H -0.815 1.797 -1.810 0.59 -0.52 -0.09
O -1.271 2.273 -2.503 2.54 4.42 2.38
H 2.678 -0.413 1.593 0.87 0.07 1.22
H 2.664 0.767 0.875 0.75 0.84 0.47
O 3.145 0.473 1.677 -1.61 -0.68 -1.43
H -2.202 2.718 0.372 -1.18 0.68 -1.28
H -2.185 2.695 -1.201 -1.10 0.96 0.94
O -2.714 3.063 -0.420 1.61 -0.89 0.73
H 1.720 0.047 -2.307 -0.74 -0.77 0.70
H 2.154 1.070 -1.177 -0.87 0.52 4.03
O 2.214 0.823 -2.033 1.75 0.43 -4.76
H 1.246 -2.295 -1.347 -0.25 -0.80 -0.22
H 1.207 -3.892 -0.723 -0.73 -0.41 -0.49
O 1.616 -3.042 -0.703 1.09 1.08 0.15
```
Forces are in eV/Å.

## Properties
Highest occupied orbital energy, eV: -0.424
E, hartree: -1255.83628
Net charge: -2
2S+1: 1
Relative energy (zero: lowest compared OMol25 entry of this formula, charge and spin), kJ/mol: 275.0

# CH3I2N

A single CH3I2N molecule (the ωB97M-V functional and the def2-TZVPD basis, OMol25).

Structure (XYZ):
```
7
Properties=species:S:1:pos:R:3:forces:R:3
C -0.165 0.193 0.020 -1.31 2.85 1.14
N -1.159 1.448 0.307 0.48 -2.18 0.00
I -2.513 1.018 1.845 0.41 -0.01 -0.28
I -0.106 3.176 0.683 0.11 -0.24 0.02
H 0.377 0.704 -0.754 0.16 -0.78 -1.19
H 0.584 0.102 0.803 -0.33 -0.42 0.48
H -0.765 -0.718 -0.165 0.47 0.78 -0.17
```
Forces are in eV/Å.

## Properties
Highest occupied orbital energy, eV: -8.822
E, hartree: -689.96464
Net charge: 0
2S+1: 1
Relative energy (zero: lowest compared OMol25 entry of this formula, charge and spin), kJ/mol: 93.2

What did the third record say?
# C2HAgO3

A molecular structure, C2HAgO3 (the ωB97M-V functional and the def2-TZVPD basis, OMol25).

Structure (XYZ):
```
7
Properties=species:S:1:pos:R:3:forces:R:3
C -1.510 0.272 -1.789 0.83 -0.29 -0.45
O -1.023 0.733 -0.464 1.07 0.53 0.37
C 0.129 0.068 -0.657 -3.49 -0.39 0.48
O -0.057 -0.420 -1.837 0.17 0.35 -0.53
O 0.884 -0.286 0.248 1.79 0.04 1.75
Ag 0.868 -0.030 2.672 -0.20 -0.08 -1.71
H -1.311 1.142 -2.449 -0.18 -0.15 0.08
```
Forces are in eV/Å.

## Properties
Highest occupied orbital energy (alpha / beta), eV: -6.717 / -6.718
E, hartree: -449.32047
Net charge: 0
2S+1: 1
Relative energy (zero: lowest compared OMol25 entry of this formula, charge and spin), kJ/mol: 135.2

Among the records above, which one has the highest relative energy (zero: lowest compared OMol25 entry of this formula, charge and spin)? C2H6O4

What is the formula in the second record? C50H55FeN3O4PTe

Which of these has the lowest relative energy (zero: lowest compared OMol25 entry of this formula, charge and spin)? C50H55FeN3O4PTe